182
Properties=species:S:1:pos:R:3:forces:R:3:lowdin_charge:R:1 method="wB97M-V/def2-TZVPD" orbital_gap_ev=8.57 e_above_lowest_kcal_mol=210.4
O 1.52687 -0.61032 7.77775 3.5 4.3 3.5 0.081
O -0.92640 0.06334 1.33522 -0.2 -2.0 -0.9 -0.208
O -4.08295 -1.23318 -4.61137 -1.7 -0.3 -0.3 0.030
O 2.26651 -1.71760 -6.65868 1.2 -2.1 -2.1 0.028
O -0.38959 1.80321 5.38739 0.3 -0.5 -0.6 0.010
O 1.39469 3.11911 -1.12165 -2.2 0.1 1.9 -0.234
O -2.82817 4.02972 -1.87852 2.4 -1.2 2.9 0.032
O 2.61052 -7.13697 -1.83150 -2.2 2.4 2.1 -0.158
O 3.49103 -4.33258 3.20593 0.2 1.0 -0.9 -0.192
O -3.62509 3.97180 1.83714 1.1 3.7 -4.0 0.065
O -4.65709 -2.36469 2.22608 -0.1 -2.4 3.2 0.041
O 3.83024 1.38505 4.58481 -0.2 -0.5 -0.6 -0.222
O -3.02219 -4.30746 0.64502 0.1 0.2 0.4 0.025
O -4.27426 0.90207 6.12012 -1.0 1.7 1.0 0.018
O 0.99426 4.72785 -8.17457 -0.1 1.0 -0.4 -0.193
O -5.44707 -0.21741 -2.08908 0.8 -3.4 -1.4 0.119
N -4.57110 -0.74551 4.67292 -2.0 -2.5 -2.4 0.199
N -2.31786 -1.62010 -3.31012 0.4 -1.4 1.8 0.186
N -4.53604 1.58248 -1.14614 5.4 2.4 2.1 0.183
N 0.22135 -3.05973 1.72491 -1.5 1.0 1.0 0.032
N -2.57453 -0.27908 5.40669 3.1 -0.9 0.3 0.174
N -0.30519 2.40553 -5.48676 0.3 -0.8 -0.8 0.022
N 0.03524 4.01822 5.13102 -0.6 1.9 -2.5 0.172
N 0.75954 -2.55574 7.35524 -0.8 -6.6 1.8 0.192
N -2.62873 0.35478 -4.09120 0.7 4.7 -0.1 0.167
N -3.81632 -0.88576 0.89227 3.6 2.3 -2.3 0.220
N 0.03021 -5.82258 -2.67956 0.8 -0.3 0.0 0.022
N 4.39251 2.13650 -2.93907 1.5 1.6 -1.6 0.022
N -5.92140 -0.92429 1.15157 -6.4 2.9 -1.6 0.196
N 3.91033 1.04588 7.26824 -0.2 1.4 0.5 0.034
N -4.22739 3.56085 -3.45935 -3.6 -3.4 -2.5 0.209
N 0.45231 -1.02757 5.94953 -1.6 2.3 -5.4 0.194
N -2.68054 -5.26256 -1.31486 -3.6 -4.2 -4.5 0.164
N 0.40817 3.11491 7.01494 1.0 -0.7 3.7 0.183
N 0.79814 -0.05638 -6.58656 -2.2 1.5 -2.3 0.185
N -6.55363 1.57490 -1.53812 -6.4 2.5 0.0 0.168
N 1.87732 -0.75532 -4.81700 1.1 0.9 7.0 0.181
N -1.22616 1.74374 -2.01303 1.6 0.0 0.3 0.051
N -3.50261 3.11701 3.83629 2.4 0.9 3.7 0.191
N -4.81109 2.16784 2.42034 -1.9 -1.7 -1.2 0.177
N -1.11040 -4.09046 -0.53295 3.6 2.3 1.3 0.168
N -3.17855 5.44185 -3.47915 0.9 4.7 -2.7 0.188
C -5.46141 0.87936 -1.65558 -2.3 -1.4 -0.8 -0.873
C 2.69104 3.26767 -1.55909 0.7 0.5 -0.9 -0.207
C -3.16392 -0.81606 -3.94522 -0.4 -3.0 -2.6 -0.788
C 0.75831 4.34709 -0.62729 0.7 -0.5 -0.9 -0.045
C -1.06627 1.09605 0.40686 2.5 1.3 0.3 -0.199
C -3.95404 3.17129 2.62328 -1.6 -2.9 1.0 -0.834
C -4.80618 -1.44967 1.47606 1.4 -2.3 1.3 -0.847
C 2.37014 -2.56416 0.92339 0.5 -0.8 -1.0 -0.047
C 0.29361 3.55626 -6.16477 -0.4 0.8 -0.4 -0.393
C 1.52605 -3.62326 1.64768 2.3 0.3 1.6 -0.387
C 2.15589 -3.83879 3.09742 -0.3 -0.2 -0.1 -0.183
C -3.33710 4.29774 -2.92946 0.2 0.5 2.4 -0.829
C -1.14433 0.65462 -1.03311 -1.1 -1.0 -1.0 -0.389
C 4.35640 0.12125 4.96440 0.2 0.7 1.9 -0.190
C 1.64611 -0.88544 -6.04908 0.3 -0.8 -3.6 -0.846
C 1.09409 4.85843 -9.59738 -0.5 -0.7 0.1 -0.085
C 2.38017 -5.73591 -1.94078 -0.7 1.0 -0.8 -0.165
C -2.30284 -4.56453 -0.31525 -1.1 1.1 2.1 -0.797
C 0.62084 3.45281 -7.73420 -0.4 -0.5 1.9 -0.195
C -0.00852 2.88975 5.80227 -0.7 -1.1 -0.8 -0.727
C 0.02080 -0.22827 -1.55815 -0.3 -0.2 1.7 -0.020
C 3.24201 1.32485 3.27516 0.8 0.7 1.5 -0.082
C 3.27339 -7.70086 -2.84152 1.5 -2.9 -1.4 -0.181
C 4.85979 0.35059 6.48367 0.6 -2.2 -1.2 -0.383
C -1.01812 0.44117 2.67355 -0.2 0.9 -0.4 -0.105
C 0.99643 -1.35658 7.05147 -0.6 0.7 0.1 -0.887
C 3.95648 1.08064 -0.89158 -1.3 -0.4 0.5 -0.058
C 1.25703 -3.76246 -3.27417 -0.3 -1.5 -0.8 -0.035
C 3.33447 1.91201 -2.02152 0.0 0.6 1.1 -0.418
C 1.35494 -5.33508 -3.06171 1.4 1.5 0.9 -0.378
C 5.27618 -0.97596 7.24165 -0.4 0.7 0.7 -0.048
C -3.85759 -0.02577 5.45637 0.0 2.4 1.5 -0.815
C 1.53197 3.91055 -5.37145 0.5 -0.5 -1.6 -0.051
C 4.42137 -3.48954 3.91785 -1.3 -0.9 0.3 -0.077
H 2.80584 -7.79619 -3.82152 -0.2 1.0 -0.3 0.089
H -0.28955 3.09557 -8.21553 -0.2 0.0 -0.3 0.115
H 0.11241 -1.05386 -0.85238 0.1 -0.3 -0.1 0.072
H -2.08015 0.09587 -1.04584 -0.1 -0.6 -0.5 0.107
H 0.20860 -2.07916 1.96660 0.7 0.7 -0.8 0.055
H 2.31415 0.75397 3.31088 0.0 -0.3 -0.3 0.073
H 2.96202 0.70857 7.18435 -0.1 -0.4 0.1 0.029
H -4.08874 -0.21192 0.19097 1.2 0.0 0.0 0.067
H -0.77654 -0.40609 3.31534 -0.5 -0.1 -0.1 0.065
H 1.05097 -3.15021 -2.39623 0.1 -0.3 0.2 0.050
H 1.99559 -2.86526 3.56073 0.5 0.4 0.3 0.097
H -2.23965 -1.12209 4.96252 0.2 0.5 0.2 0.093
H 2.03130 -3.30219 -3.88799 0.3 -0.3 0.3 0.056
H -2.87766 -1.21215 1.07256 -0.2 0.1 -0.5 0.113
H -5.36211 2.12067 1.57520 0.3 -0.2 0.3 0.086
H 4.38368 0.21444 -1.39684 -0.1 -0.4 0.4 0.076
H 1.51650 -4.56915 1.10613 -0.1 0.0 0.0 0.126
H -4.01811 -1.40085 4.13921 -1.3 -0.4 -0.7 0.089
H 2.22927 -1.57071 1.34921 -0.2 0.0 -0.1 0.074
H 0.03042 -2.96734 6.79039 0.3 -0.9 1.0 0.119
H -2.02732 0.68921 -3.35190 0.4 0.8 -0.4 0.032
H 2.11228 2.98794 -5.35999 0.1 -0.2 0.7 0.080
H -2.07613 -5.61976 -2.04094 0.1 0.5 0.4 0.072
H 4.32342 -7.41366 -2.89684 0.1 0.4 -0.3 0.098
H -3.93968 5.77189 -4.05522 0.6 0.5 0.0 0.119
H 0.70113 4.05464 7.24114 0.4 -0.7 0.5 0.113
H 2.78721 -1.11641 -4.56841 -0.4 0.1 0.5 0.126
H -3.62183 2.33032 4.45839 0.0 0.3 0.3 0.078
H 3.43971 -2.75118 0.82781 0.2 -0.3 0.8 0.081
H 2.55662 4.03939 -2.31704 1.1 -0.2 -1.0 0.110
H -0.43073 -4.54816 -1.12342 -0.5 -0.2 -0.2 0.053
H -4.40754 2.68038 -2.99847 -0.3 0.1 -0.5 0.087
H 1.99812 -5.30327 -1.01615 -0.2 -0.7 0.4 0.103
H 3.91748 2.01451 6.98222 -0.2 0.1 0.0 0.066
H 3.21370 0.80417 -0.14329 -0.2 -0.5 -0.1 0.060
H 0.47971 0.78231 -6.12254 -0.2 0.2 0.2 0.037
H -5.97522 -0.36383 0.31305 -0.2 -0.2 0.2 0.077
H 3.58002 -0.64140 4.90340 -0.4 -0.2 0.3 0.092
H 2.09419 4.65783 -9.98165 0.1 -0.3 0.2 0.087
H 0.38203 -3.71380 -3.92233 -0.2 0.5 0.0 0.072
H 5.08453 1.40088 -2.94723 -0.3 -0.5 -0.1 0.070
H 2.12609 -2.61072 -0.13792 -0.6 0.6 -0.1 0.057
H -1.24527 2.22641 -5.80966 -0.2 0.0 0.0 0.071
H -0.15480 4.08292 -0.09387 0.3 -0.1 0.0 0.085
H 2.60822 1.35229 -2.61090 -0.5 -0.2 0.6 0.108
H 4.80109 -1.89527 6.89920 0.5 -0.1 -0.5 0.054
H 4.74482 1.52573 -0.28452 0.1 0.7 -0.5 0.081
H -0.02459 -1.71980 5.38963 0.3 0.7 -0.3 0.100
H -2.50944 6.07530 -3.06549 -0.4 0.0 -0.1 0.130
H -5.56488 -0.59900 4.56788 0.4 -0.4 0.0 0.132
H 0.02650 3.96399 4.12252 -0.2 0.6 0.3 0.122
H 1.43622 4.98742 -0.06293 0.2 -0.5 0.7 0.084
H -2.91518 0.95800 -4.84893 -0.2 -0.2 0.5 0.105
H -0.09527 -0.63998 -2.56071 0.1 0.4 0.1 0.045
H 0.22584 -6.75158 -2.33493 -0.5 -0.5 0.1 0.088
H 3.03104 2.37212 3.05876 -0.1 -0.1 -0.5 0.087
H 3.30284 -5.17384 -2.08521 0.4 -0.2 -0.4 0.125
H -1.96428 0.39493 5.84648 0.3 -0.4 -0.1 0.085
H -7.45650 1.25074 -1.85411 0.4 -0.4 0.0 0.128
H 5.14530 -0.20114 4.28485 0.4 0.1 0.0 0.111
H -2.02462 0.85511 2.73443 -0.1 -0.1 1.2 0.082
H -0.55113 -5.90834 -3.50102 -0.1 -0.1 -0.2 0.089
H -4.73668 3.87678 -4.27231 0.0 -0.6 0.2 0.129
H -0.40337 -3.33286 2.47004 -0.1 -1.5 0.1 0.098
H -0.76988 -3.66702 0.31843 0.7 0.4 -0.1 0.040
H -4.91516 1.45901 3.13226 -0.3 0.1 -0.4 0.083
H 3.28105 -8.76051 -2.58620 0.4 -0.3 0.2 0.094
H 1.42649 2.74733 -7.93749 0.1 -0.3 0.1 0.122
H -0.33311 2.16268 -1.79614 0.5 0.7 -0.8 0.048
H 0.80342 5.83052 -9.99568 0.0 0.3 0.8 0.084
H -1.85564 2.53230 -1.96788 -0.8 -0.1 1.0 0.024
H 0.76279 -0.09128 -7.59534 -0.2 0.0 0.2 0.116
H -2.80355 3.82383 4.01468 0.0 -0.4 0.5 0.109
H 5.42057 -3.89485 3.75837 -0.1 0.3 -0.2 0.092
H 1.34140 4.30077 -4.37170 0.2 0.1 -0.2 0.071
H 4.16573 -3.61562 4.96993 0.3 0.2 0.4 0.078
H -0.10687 1.59708 0.53575 0.3 0.9 -0.4 0.119
H 1.40941 -0.05422 -4.26058 0.4 -0.1 0.0 0.093
H 3.30433 3.75371 -0.80033 0.4 -0.2 0.4 0.124
H 1.58183 -4.53009 3.71439 -0.6 -0.2 -0.3 0.118
H 5.75302 0.96557 6.37391 0.0 0.1 0.1 0.127
H 0.65177 -0.08425 5.64878 -0.7 0.0 -0.5 0.090
H -4.89787 2.45607 -0.79115 1.9 0.2 0.1 0.116
H -2.54116 -2.60504 -3.32133 0.4 0.3 0.6 0.117
H 4.94723 -0.93157 8.27987 -0.9 0.5 0.0 0.063
H 0.25985 4.82871 5.69026 0.1 0.2 -1.2 0.111
H 1.74380 -5.80791 -3.96355 -0.2 0.2 -0.4 0.121
H 1.00576 -2.80125 8.30349 -0.5 -0.5 -0.3 0.137
H -0.48302 4.31577 -6.07472 0.3 0.8 -0.4 0.125
H 4.96269 2.90935 -2.62653 0.0 0.5 -0.1 0.076
H -1.48310 -1.16759 -2.96588 -0.4 -1.3 0.0 0.040
H -0.29165 1.20341 2.95518 0.1 0.3 -0.2 0.069
H 0.50002 5.02892 -1.43752 -0.3 -0.3 -0.6 0.079
H 4.29585 -2.43089 3.69070 0.3 0.0 -0.4 0.058
H 6.32492 -1.03847 7.53206 0.4 -0.4 -1.3 0.061
H -6.60853 2.50558 -1.14962 0.1 -0.2 -0.2 0.112
H 2.14649 4.50467 -6.04783 0.0 0.9 0.7 0.079
H -6.80789 -1.05671 1.61706 0.5 -0.6 0.0 0.127
H 0.96809 0.30950 -1.51916 0.0 0.3 0.0 0.065
H 0.83913 2.30196 7.43149 -0.1 0.3 0.8 0.120
H -3.58415 1.37607 -1.41339 0.1 0.5 0.5 0.093
H -0.34205 2.62750 -4.50214 -0.2 -0.2 0.2 0.062
H -3.63518 -5.59122 -1.34222 0.2 0.0 0.2 0.121
H 4.02071 0.92175 2.62768 -0.4 -0.1 -0.6 0.080
H 0.37065 4.16721 -10.02974 0.2 -0.2 -0.3 0.079
H -1.81212 1.86498 0.60828 -0.7 -0.3 0.3 0.131



14
Properties=species:S:1:pos:R:3:forces:R:3:nbo_charge:R:1 method="wB97M-V/def2-TZVPD" smiles="CC(C)(F)C(=S)S" orbital_gap_ev=8.52 e_above_lowest_kcal_mol=0.2
S -0.35079 1.32871 2.46845 0.3 -0.3 -1.4 0.102
S 1.08789 -1.20019 2.10003 -0.2 0.0 -0.1 0.060
F 0.28351 1.51314 -0.47050 0.6 0.7 0.1 -0.378
C 1.16424 -0.63844 -0.97171 -1.7 -0.7 2.1 -0.631
C 0.31911 0.05292 1.42015 0.2 0.1 0.2 -0.305
C 0.13975 0.17534 -0.11285 -0.8 -0.4 -1.1 0.282
C -1.30922 -0.14912 -0.54646 -0.5 0.4 0.9 -0.634
H 0.92911 -0.47183 -1.99830 0.0 0.0 -0.7 0.222
H 1.13930 -1.71013 -0.67165 -0.3 0.7 -0.5 0.236
H 2.12317 -0.32700 -0.68351 1.5 0.7 0.0 0.225
H -1.47308 -0.08856 -1.62448 0.5 0.2 0.1 0.226
H -2.10047 0.50904 -0.06490 1.2 -0.8 -0.3 0.225
H -1.47013 -1.17344 -0.26307 -0.5 -0.5 0.2 0.220
H -0.48240 2.17957 1.41878 -0.2 0.0 0.5 0.151



12
Properties=species:S:1:pos:R:3:forces:R:3:nbo_charge:R:1 method="wB97M-V/def2-TZVPD" multiplicity=2 orbital_gap_ev="10.38 / 7.02" e_above_lowest_kcal_mol=30.4
O -0.15921 1.79149 1.55372 -0.1 -0.4 0.1 -0.612
O -2.00510 -1.27017 -1.20543 1.1 -0.4 0.5 -0.241
N -0.75441 -0.18563 0.63205 -1.0 -1.9 -0.5 -0.691
C -0.88938 -1.33856 -0.48402 2.0 1.2 2.1 0.012
C 0.05709 0.90763 0.74828 1.5 1.2 -0.8 0.682
C 1.29384 0.97912 -0.21510 -1.1 0.3 0.4 -0.708
H 1.28032 -0.03287 -0.57678 1.5 -0.4 -0.2 0.187
H -0.76361 -2.34916 0.11118 -0.6 1.6 -1.2 0.244
H 2.25814 1.41079 0.22744 -1.7 -1.0 -0.5 0.254
H -1.44954 -0.19411 1.40216 0.4 -0.1 -1.0 0.407
H 0.13172 -1.26365 -1.08218 -2.2 -0.3 0.6 0.232
H 1.00014 1.54513 -1.11133 0.1 0.3 0.4 0.234